one) A single C2H3NO2 molecule, computed with ωB97M-V/def2-TZVPD.

For the HOMO-LUMO gap, the calculation gives 10.4 eV. The SMILES is C=C[N+](=O)[O-]. For the HOMO energy, the calculation gives -11.221 eV.

Atoms and positions in Å:
C -0.41 1.00 -0.56
C 0.01 0.22 0.45
N 0.30 -1.20 0.29
O 0.19 -1.61 -0.86
O 0.71 -1.84 1.27
H -0.34 2.03 -0.51
H -0.70 0.52 -1.48
H 0.24 0.88 1.39

Mulliken charges in e: number 1, C, carries -0.585; number 2, C, carries -0.028; number 3, N, carries 0.847; number 4, O, carries -0.525; number 5, O, carries -0.523; number 6, H, carries 0.281; number 7, H, carries 0.275; number 8, H, carries 0.258

two) A single C2H3NO2 molecule, computed with ωB97M-V/def2-TZVPD.

For the HOMO-LUMO gap, the calculation gives 9.5 eV. For the HOMO energy, the calculation gives -9.080 eV.

Atoms and positions in Å:
N 0.22 1.30 0.17
C 0.01 0.20 -0.60
O -0.35 0.22 -1.76
C 0.36 -1.15 -0.04
O -0.65 -1.57 0.68
H 0.20 2.22 -0.26
H 0.61 1.21 1.10
H -0.45 -2.48 0.96

Mulliken charges in e: number 1, N, carries -0.385; number 2, C, carries 0.825; number 3, O, carries -0.577; number 4, C, carries -0.426; number 5, O, carries -0.315; number 6, H, carries 0.238; number 7, H, carries 0.199; number 8, H, carries 0.440

three) 2 unconnected molecules or ions with the total composition C2H3NO2, computed with ωB97M-V/def2-TZVPD.

For the HOMO-LUMO gap, the calculation gives 10.9 eV. The SMILES is N=C=O.C=O. For the HOMO energy, the calculation gives -10.287 eV.

Atoms and positions in Å:
N 0.35 1.94 1.84
C -0.36 1.14 1.36
O -1.12 0.31 1.19
H 1.14 2.40 1.60
C 0.01 -1.47 -1.54
O 1.08 -1.55 -0.92
H -0.11 -0.81 -2.34
H -0.99 -1.96 -1.18

Mulliken charges in e: number 1, N, carries -0.338; number 2, C, carries 0.472; number 3, O, carries -0.392; number 4, H, carries 0.260; number 5, C, carries -0.061; number 6, O, carries -0.410; number 7, H, carries 0.275; number 8, H, carries 0.192

Most stable pick: three). Distance to second place: 21.8 kcal/mol.

one) A single C2H3NO2 molecule, computed with ωB97M-V/def2-TZVPD.

For the HOMO-LUMO gap (spin up / spin down), the calculation gives 8.1 / 9.9 eV. For the HOMO energy (spin up / spin down), the calculation gives -8.517 / -9.576 eV.

Atoms and positions in Å:
C -1.06 0.31 0.82
C 0.19 0.03 0.57
N -0.01 0.80 -1.54
O 0.61 -0.03 -0.68
O 0.21 0.28 -2.74
H -1.60 0.42 1.71
H 0.77 -0.47 1.36
H 0.11 -0.66 -2.88

Mulliken charges in e: number 1, C, carries -0.427; number 2, C, carries 0.041; number 3, N, carries -0.099; number 4, O, carries -0.168; number 5, O, carries -0.294; number 6, H, carries 0.310; number 7, H, carries 0.318; number 8, H, carries 0.319

two) A single C2H3NO2 molecule, computed with ωB97M-V/def2-TZVPD.

For the HOMO-LUMO gap, the calculation gives 10.1 eV. The SMILES is NC(=O)C=O. For the HOMO energy, the calculation gives -10.105 eV.

Atoms and positions in Å:
N -1.18 -0.18 0.27
C -0.08 0.49 -0.13
O -0.08 1.67 -0.43
C 1.25 -0.25 -0.19
O 1.53 -1.25 0.43
H -2.01 0.37 0.42
H -1.18 -1.16 0.50
H 1.97 0.29 -0.83

Mulliken charges in e: number 1, N, carries -0.374; number 2, C, carries 0.525; number 3, O, carries -0.567; number 4, C, carries 0.075; number 5, O, carries -0.448; number 6, H, carries 0.237; number 7, H, carries 0.221; number 8, H, carries 0.330

Most stable pick: two). Distance to second place: 169.7 kcal/mol.